No. 1
{"formula": "C4H12", "method": "ωB97M-V/def2-TZVPD", "symbols": ["C", "C", "H", "H", "H", "H", "H", "H", "C", "C", "H", "H", "H", "H", "H", "H"], "coordinates": [[-0.0748, -1.5156, -0.2916], [0.4100, -2.5639, 0.6873], [0.3538, -1.6339, -1.2868], [-1.1546, -1.4250, -0.3472], [0.3392, -0.5313, 0.0911], [1.2320, -2.2641, 1.3679], [-0.3856, -2.8999, 1.3500], [0.8923, -3.3625, 0.0954], [-0.8770, 1.9038, 0.0324], [0.4671, 2.2160, -0.4513], [-1.2839, 1.0297, -0.5358], [-0.9290, 1.4206, 1.0363], [-1.5566, 2.7492, 0.1131], [0.9303, 3.0610, 0.0785], [0.5515, 2.5164, -1.5199], [1.0854, 1.2996, -0.4192]], "forces_ev_per_a": [[0.171, -0.271, -0.071], [0.187, 0.233, 0.233], [-0.044, 0.179, -0.010], [-0.042, 0.008, -0.008], [0.030, 0.010, -0.118], [-0.087, 0.033, -0.222], [-0.008, -0.124, -0.119], [-0.158, -0.041, 0.151], [-0.415, -0.102, 0.216], [0.328, 0.036, 0.422], [0.042, -0.014, -0.005], [0.011, 0.098, 0.043], [0.056, 0.144, -0.067], [-0.244, 0.098, -0.116], [0.103, -0.131, -0.095], [0.068, -0.157, -0.234]], "lowdin_spin": [0.12, 0.12, 0.01, 0.00, 0.07, 0.03, 0.01, 0.04, 0.18, 0.18, 0.06, 0.06, 0.01, 0.02, 0.07, 0.03], "orbital_gap_ev": [13.84, 3.90], "max_force_ev_per_a": 0.54, "lumo_energy_ev": [-2.89, -11.32], "e_tot_ha": -159.15241, "e_homo_ev": [-16.73, -15.23], "spin_multiplicity": 2, "e_above_lowest_kj_mol": 45.77, "s2": 0.75, "total_charge": 1}



No. 2
{"formula": "C4H12", "method": "ωB97M-V/def2-TZVPD", "symbols": ["C", "C", "H", "H", "H", "H", "H", "H", "C", "C", "H", "H", "H", "H", "H", "H"], "coordinates": [[-2.8588, -0.3540, -0.2717], [-1.5980, -0.7307, -0.9787], [-2.7792, -0.5823, 0.8004], [-3.0196, 0.7010, -0.5507], [-3.7910, -0.8926, -0.5208], [-0.6084, -0.4963, -0.5479], [-1.6116, -0.3286, -1.9929], [-1.5653, -1.8592, -1.0761], [2.8011, 0.7092, 1.1186], [1.6609, 0.3673, 0.1938], [3.2799, 1.6271, 0.7900], [2.5325, 0.9601, 2.1513], [3.5020, -0.1407, 1.0981], [1.1653, 1.3316, -0.0561], [0.9068, -0.2972, 0.6257], [1.9832, -0.0146, -0.7829]], "forces_ev_per_a": [[1.314, 0.141, -0.226], [-1.557, -0.247, -0.963], [0.087, -0.264, 0.106], [-0.498, -0.131, -0.026], [-0.398, 0.126, -0.127], [0.709, -0.216, 0.250], [0.234, 0.553, 0.153], [0.267, 0.116, 0.935], [0.413, -0.511, 0.394], [-0.584, 1.829, -1.017], [0.185, 0.015, -0.393], [-0.134, -0.440, -0.041], [-0.070, 0.382, 0.398], [-0.010, -0.482, 0.034], [0.089, -0.589, 0.271], [-0.048, -0.282, 0.254]], "lowdin_spin": [0.24, 0.25, 0.04, 0.04, 0.07, 0.06, 0.02, 0.09, 0.06, 0.07, 0.01, 0.01, 0.01, 0.01, 0.02, 0.01], "orbital_gap_ev": [12.65, 3.65], "max_force_ev_per_a": 2.17, "lumo_energy_ev": [-3.11, -11.52], "e_tot_ha": -159.14967, "e_homo_ev": [-15.76, -15.17], "spin_multiplicity": 2, "e_above_lowest_kj_mol": 52.95, "s2": 0.75, "total_charge": 1}



No. 3
{"formula": "C4H12", "method": "ωB97M-V/def2-TZVPD", "symbols": ["C", "C", "H", "H", "H", "H", "H", "H", "C", "C", "H", "H", "H", "H", "H", "H"], "coordinates": [[-0.8870, 1.7072, 1.1697], [-0.2795, 2.3719, -0.0969], [-1.9658, 1.8638, 1.1579], [-0.4732, 2.0540, 2.1133], [-0.7493, 0.6254, 1.1688], [0.0293, 1.5085, -0.7104], [-1.0029, 2.9911, -0.6093], [0.5993, 2.9589, 0.1372], [0.1114, -1.6519, -0.0422], [0.9706, -2.4682, -0.8625], [0.6105, -1.0811, 0.7489], [-0.8648, -2.0788, 0.1968], [-0.2143, -0.7908, -0.7614], [2.0057, -2.8236, -0.5670], [0.5884, -3.3366, -1.4026], [1.5216, -1.8498, -1.6404]], "forces_ev_per_a": [[-0.290, 0.337, -0.333], [0.011, -1.139, 1.010], [0.023, -0.011, 0.308], [-0.052, 0.234, -0.047], [0.038, -0.041, 0.037], [0.063, 0.529, -0.558], [-0.019, -0.036, -0.255], [0.180, 0.063, -0.085], [0.307, -0.319, -0.392], [-0.351, -1.206, -0.638], [0.015, 0.247, -0.137], [-0.008, -0.037, 0.022], [0.038, 0.098, 0.325], [0.179, 0.624, 0.425], [-0.605, 0.239, 0.252], [0.470, 0.419, 0.066]], "lowdin_spin": [0.00, 0.02, 0.00, 0.00, 0.00, 0.01, 0.00, 0.00, 0.23, 0.31, 0.03, 0.02, 0.13, 0.11, 0.01, 0.13], "orbital_gap_ev": [11.79, 4.18], "max_force_ev_per_a": 1.52, "lumo_energy_ev": [-3.59, -11.09], "e_tot_ha": -159.14817, "e_homo_ev": [-15.38, -15.27], "spin_multiplicity": 2, "e_above_lowest_kj_mol": 56.88, "s2": 0.75, "total_charge": 1}



No. 4
{"formula": "C4H12", "method": "ωB97M-V/def2-TZVPD", "symbols": ["C", "C", "H", "H", "H", "H", "H", "H", "C", "C", "H", "H", "H", "H", "H", "H"], "coordinates": [[0.4082, -0.7192, -1.6992], [1.2073, -1.0359, -2.9623], [0.6066, 0.3085, -1.2669], [-0.6811, -0.7187, -2.0673], [0.6158, -1.4875, -0.8686], [1.4591, -0.1723, -3.5543], [2.0794, -1.5560, -2.5925], [0.8109, -1.7155, -3.7242], [-0.4666, 0.9831, 1.6507], [-1.1484, 0.6990, 2.9851], [0.4021, 1.5988, 1.8335], [-0.1904, 0.2274, 0.9697], [-1.1964, 1.5509, 1.0653], [-2.2868, 0.6572, 2.8507], [-0.8907, 1.5686, 3.8545], [-0.7289, -0.1885, 3.5259]], "forces_ev_per_a": [[0.374, -0.622, 0.394], [-0.187, 0.298, 0.886], [-0.468, -0.775, -0.515], [0.679, 0.185, 0.641], [-0.709, 1.076, -1.409], [-0.060, 0.678, -0.053], [0.687, -0.457, -0.081], [-0.352, -0.411, 0.149], [-1.863, 1.860, 2.147], [-0.764, 1.216, 0.160], [0.852, -0.089, 0.060], [0.678, -1.603, -0.863], [-0.079, 0.046, -0.195], [1.751, 0.075, 0.546], [-0.647, -1.880, -1.773], [0.108, 0.404, -0.095]], "lowdin_spin": [0.13, 0.14, 0.02, 0.07, 0.00, 0.01, 0.03, 0.04, 0.14, 0.18, 0.03, 0.04, 0.02, 0.01, 0.08, 0.06], "orbital_gap_ev": [13.85, 2.72], "max_force_ev_per_a": 3.40, "lumo_energy_ev": [-2.73, -11.63], "e_tot_ha": -159.12276, "e_homo_ev": [-16.57, -14.35], "spin_multiplicity": 2, "e_above_lowest_kj_mol": 123.62, "s2": 0.75, "total_charge": 1}